1.
2 unconnected molecules or ions with the total composition C11H13N at a distorted geometry, computed with ωB97M-V/def2-TZVPD.

Spin multiplicity = 1
HOMO = -0.315 Eh
Total charge = 0
ΔE to the lowest compared entry with this formula, charge and spin = 773.7 kJ/mol

Structure (XYZ):
```
25
Properties=species:S:1:pos:R:3:mulliken_charge:R:1
C 2.71 -0.36 3.69 -0.70
C 1.55 0.25 3.36 0.17
C 0.60 1.04 3.01 -0.36
C -0.07 0.78 1.57 -0.28
C -1.31 1.36 -0.40 -1.00
C -0.79 0.21 -1.25 1.06
C -1.37 -1.07 -1.18 -0.32
C -1.05 -2.12 -2.07 -0.27
C -0.17 -1.91 -3.20 -0.57
C 0.28 -0.66 -3.17 -0.09
C -0.05 0.47 -2.47 -0.57
H 3.72 0.34 3.74 0.24
H 2.35 -1.83 3.73 0.20
H 0.12 1.85 3.73 0.24
H 0.25 -0.19 1.13 0.35
H -1.09 0.64 2.06 0.13
H 0.55 2.13 0.09 0.25
H -2.19 1.13 0.22 0.36
H -1.68 2.39 -0.90 0.26
H -2.09 -1.26 -0.29 0.17
H -1.58 -2.92 -1.61 0.32
H 0.13 -2.80 -3.89 0.29
H 0.90 -0.57 -4.19 0.14
H 0.53 1.37 -2.25 0.26
N -0.23 1.73 0.52 -0.27
```

=====

2.
C4H6N2 in the gas phase at a distorted geometry, computed with ωB97M-V/def2-TZVPD.

Spin multiplicity = 1
HOMO = -0.342 Eh
Total charge = 0
ΔE to the lowest compared entry with this formula, charge and spin = 233.1 kJ/mol

Structure (XYZ):
```
12
Properties=species:S:1:pos:R:3:mulliken_charge:R:1
H -2.44 -0.91 -0.51 0.23
N -1.59 -1.47 -0.72 -0.77
C -0.56 -0.79 -0.28 0.41
N 0.69 -1.39 -0.36 -0.48
C -0.70 0.59 0.41 -0.35
C 0.62 1.30 0.57 -0.57
C 1.73 1.78 0.56 0.06
H 1.53 -0.81 -0.67 0.23
H 0.56 -2.35 -0.81 0.30
H -1.17 0.54 1.43 0.27
H -1.36 1.27 -0.30 0.26
H 2.68 2.25 0.68 0.40
```

=====

3.
2 unconnected molecules or ions with the total composition C10H16 at a distorted geometry, computed with ωB97M-V/def2-TZVPD.

Spin multiplicity = 1
HOMO = -0.331 Eh
Total charge = 0
ΔE to the lowest compared entry with this formula, charge and spin = 44.1 kJ/mol

Structure (XYZ):
```
26
Properties=species:S:1:pos:R:3:mulliken_charge:R:1
C 1.73 -2.04 0.02 -1.37
C 1.61 -0.57 0.28 0.72
C 0.86 -0.13 1.37 -0.26
C 0.50 1.20 1.52 -0.61
C 0.85 2.10 0.51 -0.45
C 1.58 1.68 -0.59 -0.54
C 2.02 0.37 -0.66 -0.37
H 1.74 -2.60 0.95 0.36
H 2.60 -2.37 -0.55 0.42
H 0.79 -2.34 -0.45 0.16
H 0.57 -0.79 2.17 0.39
H 0.03 1.52 2.43 0.39
H 0.48 3.12 0.54 0.36
H 1.78 2.44 -1.34 0.39
H 2.68 0.00 -1.42 0.38
C -3.33 0.23 -1.26 -1.19
C -2.03 -0.55 -0.92 0.44
C -2.27 -1.43 0.32 -1.25
H -3.11 1.29 -1.35 0.35
H -4.12 0.10 -0.54 0.33
H -3.67 -0.05 -2.26 0.26
H -1.74 -1.22 -1.71 0.34
H -1.23 0.18 -0.77 -0.25
H -2.28 -0.88 1.25 0.28
H -3.17 -2.03 0.19 0.45
H -1.45 -2.17 0.39 0.26
```

=====

4.
A molecular structure, C17H41AlF3O9P2S at a distorted geometry, computed with ωB97M-V/def2-TZVPD.

Spin multiplicity = 1
HOMO = -0.175 Eh
Total charge = -1

Structure (XYZ):
```
74
Properties=species:S:1:pos:R:3:mulliken_charge:R:1
C 0.49 5.08 1.81 -0.47
O -0.88 5.43 1.98 -0.17
C -1.09 6.56 2.82 -0.43
C -1.79 7.69 1.99 -0.63
C -3.35 7.54 1.78 -0.76
Al -4.24 5.85 2.48 0.16
S -5.19 6.24 4.52 -0.46
C -5.78 5.40 1.15 0.55
F -5.43 5.60 -0.19 -0.27
F -6.18 4.05 1.25 -0.29
F -6.93 6.13 1.41 -0.28
H 1.17 5.46 2.60 0.32
H 0.79 5.36 0.77 0.22
H 0.54 3.96 1.86 -0.03
H -1.67 6.32 3.75 0.18
H -0.13 7.01 3.20 0.42
H -1.23 7.78 1.03 0.25
H -1.61 8.65 2.55 0.26
H -3.56 7.67 0.69 0.31
H -3.83 8.40 2.32 0.33
H -3.33 4.55 2.54 -0.25
H -5.67 5.00 4.88 0.05
O 0.16 0.79 2.14 -0.72
P 0.53 -0.68 2.02 1.03
O -1.00 -1.27 2.22 -0.36
C -1.90 -1.17 1.11 -0.43
C -1.47 -2.04 -0.05 -0.93
O 1.06 -0.85 3.58 -0.39
C 1.46 0.26 4.37 -0.38
C 0.30 0.76 5.21 -1.13
O 0.98 -2.29 1.70 -0.21
C 1.93 -3.00 2.50 -0.12
C 1.26 -3.68 3.68 -1.20
H -1.98 -0.12 0.80 0.28
H -2.88 -1.49 1.47 0.33
H -0.52 -1.69 -0.47 0.21
H -2.22 -2.03 -0.84 0.51
H -1.31 -3.07 0.27 0.20
H 1.89 1.05 3.76 0.35
H 2.26 -0.09 5.03 0.37
H -0.59 0.94 4.61 0.30
H 0.57 1.69 5.73 0.38
H 0.02 0.01 5.96 0.30
H 2.74 -2.35 2.81 0.32
H 2.37 -3.77 1.86 0.30
H 0.62 -3.02 4.25 0.29
H 2.01 -4.10 4.35 0.38
H 0.61 -4.49 3.33 0.33
O -0.18 -3.45 -4.16 -0.77
P 1.12 -4.21 -4.35 1.19
O 2.04 -3.55 -3.15 -0.45
C 1.77 -3.95 -1.81 -0.11
C 2.13 -5.41 -1.57 -1.10
O 1.65 -3.33 -5.65 -0.38
C 0.79 -2.48 -6.40 -0.34
C 0.83 -1.06 -5.88 -1.11
O 2.30 -5.37 -4.65 -0.38
C 2.97 -5.52 -5.91 -0.13
C 4.20 -4.64 -5.99 -1.11
H 0.72 -3.77 -1.57 0.23
H 2.38 -3.32 -1.16 0.25
H 1.48 -6.07 -2.15 0.27
H 2.02 -5.66 -0.52 0.41
H 3.16 -5.61 -1.88 0.28
H -0.23 -2.88 -6.42 0.35
H 1.14 -2.50 -7.44 0.36
H 0.67 -1.02 -4.80 0.28
H 0.08 -0.44 -6.38 0.38
H 1.82 -0.63 -6.06 0.29
H 2.28 -5.35 -6.74 0.25
H 3.29 -6.56 -5.97 0.35
H 4.00 -3.60 -5.73 0.29
H 4.62 -4.66 -7.00 0.35
H 4.96 -4.98 -5.29 0.32
```

=====

5.
A molecular structure, C15H26MgNO2P at a distorted geometry, computed with ωB97M-V/def2-TZVPD.

Spin multiplicity = 1
HOMO = -0.223 Eh
Total charge = 0
ΔE to the lowest compared entry with this formula, charge and spin = 459.3 kJ/mol

Structure (XYZ):
```
46
Properties=species:S:1:pos:R:3:mulliken_charge:R:1
C 0.49 3.05 -2.49 -0.79
C -0.79 2.66 -2.10 -0.95
C -0.97 1.61 -1.15 -0.44
C 0.13 0.95 -0.64 1.01
C 1.41 1.36 -1.01 0.83
C 1.59 2.40 -1.97 -0.67
C -2.41 1.27 -0.81 -0.93
C -2.79 -0.16 -0.34 -1.27
N -1.94 -1.30 -0.81 0.27
Mg -0.49 -0.67 0.67 1.24
C 2.64 0.71 -0.41 -1.43
P 2.08 -0.87 0.38 0.93
H -1.69 3.11 -2.50 0.37
H 2.61 2.68 -2.25 0.40
H 0.60 3.89 -3.21 0.31
H 3.05 1.35 0.39 0.43
H 3.43 0.50 -1.15 0.66
H -2.73 1.95 -0.01 0.40
H -3.03 1.53 -1.70 0.44
H -2.90 -0.21 0.74 0.42
C 3.60 -1.34 1.27 -1.35
C 2.21 -1.93 -1.11 -1.38
H -3.79 -0.36 -0.72 0.68
C -1.39 -1.14 -2.20 -0.78
C -2.78 -2.51 -0.82 -1.18
H -0.30 -0.82 2.75 -0.50
H -1.83 -1.90 -2.86 0.40
H -1.65 -0.17 -2.60 0.37
H -0.31 -1.25 -2.24 -0.03
H -3.01 -2.79 -1.85 0.32
H -2.28 -3.38 -0.36 0.28
H -3.71 -2.34 -0.30 0.45
H 3.26 -1.99 -1.41 0.41
H 1.86 -2.93 -0.82 0.35
H 1.61 -1.54 -1.93 0.30
H 4.48 -1.23 0.61 0.39
H 3.71 -0.70 2.16 0.33
H 3.50 -2.40 1.56 0.39
H -0.31 -1.59 2.49 0.11
C -0.45 0.60 4.91 -0.71
O 0.02 1.60 3.91 -0.18
C 0.19 1.22 2.65 -0.25
O 0.74 1.93 1.82 -0.46
H 0.28 -0.22 4.99 0.29
H -1.44 0.22 4.61 0.29
H -0.52 1.15 5.85 0.21
```

=====

6.
C4H4N2 in the gas phase, computed with ωB97M-V/def2-TZVPD.

Spin multiplicity = 1
HOMO = -0.345 Eh
Total charge = 0
ΔE to the lowest compared entry with this formula, charge and spin = 95.7 kJ/mol

Structure (XYZ):
```
10
Properties=species:S:1:pos:R:3:mulliken_charge:R:1
C -0.63 -0.65 -0.58 -0.20
C 0.72 -0.36 -0.71 -0.21
C 1.26 0.53 0.22 -0.17
N 0.54 1.19 1.13 -0.36
N -0.76 0.93 1.23 -0.36
C -1.31 0.01 0.45 -0.18
H -1.14 -1.36 -1.22 0.34
H 1.33 -0.81 -1.48 0.35
H 2.33 0.72 0.26 0.39
H -2.35 -0.21 0.68 0.39
```